The following is a quantum chemistry calculation of a cluster of 6 separate species, C22H59BNO17PS5 in total, from the OMol25 dataset.

ORCA input file:
```
! wB97M-V def2-TZVPD RIJCOSX def2/J DEFGRID3
* xyz 0 1
C 6.57968 2.15225 1.03922
C 5.14999 2.60155 0.65753
C 5.12918 4.12786 0.56051
C 4.13013 2.16439 1.70505
C 2.71656 1.98427 1.10689
C 2.70287 0.79180 0.14122
C 1.78897 1.68000 2.27440
O 0.39639 1.58711 1.95527
P -0.24990 2.97255 1.30609
B -1.98987 2.37425 0.71658
N -3.20638 2.91162 1.29911
O -2.06449 1.41591 -0.29079
H 7.09805 1.83772 0.14108
H 7.12063 2.97322 1.49407
H 6.54869 1.33067 1.74381
H 4.90723 2.21023 -0.32288
H 5.79305 4.44310 -0.24192
H 4.14049 4.48997 0.29106
H 5.43415 4.56727 1.50143
H 4.04168 2.91903 2.48575
H 4.40017 1.22130 2.17386
H 2.47846 2.92064 0.61470
H 1.73205 0.32155 0.09346
H 3.03088 1.10869 -0.83893
H 3.38103 0.04356 0.54324
H 2.07557 0.70081 2.65060
H 1.96652 2.39416 3.08341
H -0.55675 3.84560 2.38547
H -3.99754 2.40800 0.90089
H -3.33749 3.89065 1.04781
H -2.45336 1.84124 -1.07222
C 1.84709 -4.64358 -3.39337
C 1.99047 -3.27143 -4.02276
O 0.83357 -2.43845 -3.80678
S 0.65906 -1.78428 -2.36210
C -0.60652 -0.63822 -2.77685
O 1.85850 -1.07870 -2.02742
O 0.12733 -2.76517 -1.46640
H 1.83169 -4.58316 -2.30624
H 2.68367 -5.27774 -3.68730
H 0.91695 -5.11477 -3.71054
H 2.88321 -2.75780 -3.66182
H 2.07789 -3.36001 -5.10392
H -0.20421 0.08500 -3.48106
H -0.90529 -0.14799 -1.85071
H -1.44287 -1.18507 -3.20449
C -1.08439 -4.66296 0.60551
C -1.09049 -6.01471 1.28781
O -2.37772 -6.34562 1.86852
S -3.53313 -6.82357 0.89087
C -4.62758 -7.42746 2.13186
O -3.05151 -7.91787 0.10233
O -4.13070 -5.68846 0.25868
H -1.71770 -4.66037 -0.27977
H -0.07532 -4.40440 0.29718
H -1.45721 -3.89009 1.27845
H -0.78072 -6.80709 0.60615
H -0.39246 -6.01704 2.12170
H -4.16099 -8.27232 2.62973
H -5.54065 -7.73734 1.62899
H -4.83610 -6.62361 2.83215
C -8.40133 6.25105 0.64725
C -7.74161 5.08196 -0.05607
O -7.21933 5.43840 -1.35511
S -5.85964 6.26086 -1.40600
C -5.53912 6.05690 -3.12434
O -4.86890 5.55238 -0.64783
O -6.12386 7.63956 -1.13938
H -7.67438 7.01594 0.91609
H -8.88894 5.90780 1.55950
H -9.14568 6.71549 0.00102
H -6.94611 4.64712 0.55116
H -8.47051 4.29826 -0.25056
H -5.36655 5.00400 -3.32718
H -4.65078 6.64067 -3.35443
H -6.39232 6.43092 -3.68312
C 2.07852 -11.23005 -0.34824
C 1.68369 -10.76829 1.04029
O 2.76002 -10.09567 1.72852
S 3.08429 -8.59737 1.29762
C 4.12003 -8.19196 2.66165
O 1.87461 -7.83528 1.36252
O 3.86622 -8.60665 0.10085
H 2.25726 -10.38568 -1.01205
H 1.28261 -11.83894 -0.77701
H 2.99435 -11.81964 -0.30953
H 0.80639 -10.12008 1.01123
H 1.43863 -11.62349 1.66673
H 3.52748 -8.21652 3.57150
H 4.50353 -7.19022 2.48256
H 4.93646 -8.90741 2.70319
C 2.54290 8.09370 -1.67125
C 1.92231 8.73771 -0.44717
O 0.52204 8.42323 -0.30459
S 0.15074 6.97044 0.23693
C -1.54749 7.27731 0.58279
O 0.85381 6.74911 1.46376
O 0.24558 6.03303 -0.83861
H 2.57870 7.00951 -1.57487
H 3.56126 8.45840 -1.80720
H 1.96100 8.32704 -2.56279
H 2.45420 8.45761 0.46353
H 1.96218 9.82200 -0.52981
H -1.61847 8.01436 1.37733
H -1.98727 6.33506 0.90120
H -2.03271 7.62936 -0.32327
*
```

Results
highest occupied orbital energy	-0.2806	Ha
HOMO-LUMO gap	7.8	eV

The following is a quantum chemistry calculation of a structure of composition C14H30MgN2S4, from the OMol25 dataset.

ORCA input file:
```
! wB97M-V def2-TZVPD RIJCOSX def2/J DEFGRID3
* xyz 2 1
Mg -0.15900 -0.11103 0.88934
C 2.76962 0.46945 2.67562
C 1.96877 1.74700 2.41367
S 0.24863 1.41873 2.89801
C -0.76971 2.80082 2.31659
C -2.22161 2.32396 2.35905
S -2.56555 0.93216 1.21870
C -3.23915 -0.37038 2.30980
C -2.22908 -1.21644 3.07921
S -1.21257 -2.16613 1.89747
C 0.16274 -2.81246 2.90334
C 1.21702 -1.80936 3.34928
S 2.07910 -1.04944 1.92232
H 2.87692 0.27828 3.74264
H 3.77023 0.58366 2.26205
H 2.00681 2.03051 1.36094
H 2.36905 2.56201 3.01439
H -0.46868 3.09589 1.31065
H -0.64071 3.65107 2.98395
H -2.87949 3.14047 2.06807
H -2.49941 2.01129 3.36565
H -3.84117 -0.99637 1.65016
H -3.92714 0.11103 3.00410
H -2.76495 -1.93223 3.70251
H -1.59049 -0.60693 3.71819
H 0.59822 -3.59554 2.28101
H -0.27020 -3.30348 3.77471
H 1.96654 -2.33045 3.94463
H 0.78324 -1.02215 3.96361
C 0.48842 -1.24462 -5.38791
C 1.45416 -0.63549 -4.38504
N 0.77133 0.08095 -3.29051
C 0.14889 1.36194 -3.65605
C -1.37190 1.30531 -3.75355
C 0.70914 -0.37859 -2.04940
C 1.30466 -1.72172 -1.73757
N 0.13813 0.28830 -1.05677
H 1.05025 -1.77664 -6.15448
H -0.10684 -0.48095 -5.88817
H -0.18925 -1.95141 -4.90666
H 2.10571 0.08973 -4.87410
H 2.10159 -1.39779 -3.96492
H 0.56650 1.64357 -4.62036
H 0.47767 2.13065 -2.95093
H -1.68581 0.58917 -4.51089
H -1.75146 2.28619 -4.03810
H -1.84531 1.01946 -2.81325
H 2.39272 -1.69591 -1.80190
H 0.94213 -2.48029 -2.42960
H 1.03013 -2.02470 -0.72983
H -0.26884 1.15892 -1.37968
*
```

Results
highest occupied orbital energy	-0.5560	Ha
HOMO-LUMO gap	10.1	eV

The following is a quantum chemistry calculation of a structure of composition C27H64GeN9O2PdSSi3, from the OMol25 dataset.

ORCA input file:
```
! wB97M-V def2-TZVPD RIJCOSX def2/J DEFGRID3
* xyz 2 4
Pd -0.43022 0.04413 0.06785
C -2.12216 0.93617 2.96538
N -2.48337 2.16868 2.30804
C -3.24833 3.12086 3.10252
C -3.10785 4.41855 2.31973
N -2.02406 4.13270 1.38506
C -1.70606 5.16256 0.41081
C -1.65822 2.82188 1.41331
N -0.71068 2.22385 0.74951
C 0.17982 2.97281 -0.12172
C 1.55383 2.32974 -0.19628
N 1.49657 0.99797 -0.76900
C 2.58195 0.38636 -1.12964
N 2.55055 -0.87661 -1.65016
C 1.36280 -1.58145 -2.00314
C 3.87955 -1.41188 -1.90555
C 4.74731 -0.16595 -1.77613
N 3.89175 0.77410 -1.04793
C 4.44415 2.10845 -0.88146
H -2.99517 0.56142 3.49424
H -1.30637 1.08181 3.68247
H -1.82622 0.19406 2.23088
H -2.83273 3.21107 4.11171
H -4.28300 2.78918 3.19271
H -2.84859 5.26248 2.95931
H -4.01716 4.67198 1.76861
H -2.54539 5.85430 0.35866
H -1.56276 4.74996 -0.58468
H -0.82269 5.73463 0.70042
H 0.34299 3.98653 0.24648
H -0.22508 3.02161 -1.13797
H 1.97517 2.28812 0.81583
H 2.16651 3.00345 -0.79684
H 0.71070 -0.93714 -2.59237
H 1.09976 -2.56610 -0.29549
H 1.66506 -2.44626 -2.59819
H 3.93893 -1.84716 -2.90213
H 4.14575 -2.17689 -1.17018
H 5.01306 0.24781 -2.75450
H 5.66279 -0.34898 -1.21631
H 5.52478 2.00450 -0.81215
H 4.10400 2.57754 0.03652
H 4.22857 2.76499 -1.72907
C 1.97998 -0.78727 5.77491
N 1.41242 -0.89385 4.44377
C 0.70285 -2.04388 3.92906
C 0.31204 -1.53875 2.54405
O -0.41803 -2.11789 1.75177
N 0.86879 -0.31812 2.32992
C 1.47341 0.02589 3.47275
N 2.06027 1.20898 3.65073
H 1.62800 -1.62180 6.37387
H 1.65546 0.13517 6.26042
H 3.07132 -0.81477 5.74707
H -0.16990 -2.29591 4.53342
H 1.34661 -2.92480 3.85020
H 2.05340 1.85975 2.88660
H 2.56994 1.42627 4.48784
C -3.91147 -2.70610 -4.09138
Si -2.27618 -2.33562 -3.21972
C -1.11735 -1.69706 -4.57995
C -1.71543 -3.90968 -2.32071
Ge -2.25488 -0.70439 -1.28081
Si -2.88923 1.22943 -2.83143
C -3.55759 2.50610 -1.61396
C -4.18590 0.82555 -4.12814
C -1.20146 1.72639 -3.52065
Si -4.27602 -1.40677 -0.01069
C -4.94390 0.02842 1.03817
C -3.77072 -2.89438 1.03289
C -5.60550 -1.88274 -1.26319
H -3.68113 -2.99545 -5.11970
H -4.59578 -1.85851 -4.13279
H -4.43437 -3.54184 -3.62655
H -0.59618 -2.53492 -5.05007
H -0.36931 -0.98853 -4.23001
H -1.70438 -1.20171 -5.35541
H -1.03579 -4.49452 -2.94520
H -2.58788 -4.52749 -2.10111
H -1.21473 -3.67811 -1.38307
H -4.56320 2.24279 -1.28141
H -3.60692 3.48401 -2.10097
H -2.91607 2.58401 -0.73698
H -5.07167 0.37545 -3.67700
H -3.80824 0.14526 -4.89259
H -4.50190 1.74668 -4.62487
H -0.41260 1.41892 -2.83097
H -1.14440 2.81000 -3.65255
H -1.01013 1.26683 -4.49117
H -5.00767 -0.27324 2.08533
H -5.94988 0.30112 0.71559
H -4.30978 0.91352 0.96937
H -2.77081 -2.75589 1.44247
H -3.76817 -3.80935 0.43667
H -4.46767 -3.04163 1.86118
H -5.82893 -1.06863 -1.95544
H -6.52949 -2.12674 -0.73272
H -5.31834 -2.75620 -1.84647
C 3.18433 -5.24591 0.00322
S 2.13774 -4.10767 0.94998
C 0.65497 -5.14485 1.07185
O 0.58322 -1.98842 -0.90266
H 3.18688 -6.21363 0.49945
H 4.19360 -4.84139 -0.00109
H 2.81193 -5.34692 -1.01401
H 0.90103 -6.04637 1.62882
H 0.30174 -5.40102 0.07452
H -0.10313 -4.56934 1.59701
*
```

Results
highest occupied orbital energy (alpha / beta)	-0.4442 / -0.4713	Ha
HOMO-LUMO gap (alpha / beta)	8.3 / 5.6	eV
expectation value of S²	3.760

The following is a quantum chemistry calculation of a structure of composition C8H13N2, from the OMol25 dataset.

ORCA input file:
```
! wB97M-V def2-TZVPD RIJCOSX def2/J DEFGRID3
* xyz 1 1
C -2.41042 -0.95303 0.45181
C -2.61104 0.34961 0.17581
C -0.52643 -0.10406 -0.18609
C 1.99348 0.20144 -1.43327
C 1.47528 0.17156 -0.25001
C 2.12810 0.19912 1.06090
C -0.47073 -2.47426 0.36558
C -1.09423 2.19192 -0.85459
N -1.11524 -1.21178 0.16967
N -1.39707 0.90598 -0.26485
H -2.89945 -1.76397 0.92844
H -3.45265 0.93216 -0.00913
H 3.06161 0.20038 -1.69186
H 1.25503 0.17152 -2.30023
H 3.15331 0.40620 0.84322
H 1.84297 0.88226 1.79826
H 2.12432 -0.77127 1.54635
H -1.25914 -3.19080 0.40768
H 0.15477 -2.50813 -0.47104
H -0.06674 -2.69800 1.30757
H 0.08073 2.16294 -1.03290
H -1.66672 2.20658 -1.84100
H -1.54683 2.87610 -0.11536
*
```

Results
highest occupied orbital energy	-0.5068	Ha
HOMO-LUMO gap	10.9	eV
energy above the lowest of the compared OMol25 structures with the same formula, charge and spin	384.65	kJ/mol

Q: What is the formula in the fourth record?
A: C8H13N2